23
Properties=species:S:1:pos:R:3 method="wB97M-V/def2-TZVPD" lumo_energy_ev="3.6 / 2.9" total_charge=-1 de_lowest_kcal_mol=17.2 s2=0.75 homo_ev="-2.06 / -2.05" homo_lumo_gap_ha="0.206 / 0.181" spin_multiplicity=2
C 2.0112 -0.3583 -1.7534
C 0.7559 -1.2199 -1.8676
C 0.3244 -1.5973 -3.2305
N -0.4412 -0.3719 -1.3442
H 2.8765 -0.9117 -2.1286
H 1.8506 0.5063 -2.4073
H 2.1861 -0.0399 -0.7266
H 0.1278 -0.8405 -3.9850
H 0.6253 -2.5474 -3.6747
H 0.8427 -2.0599 -1.1801
H -1.2065 -1.0491 -1.3823
H -0.6387 0.1827 -2.1829
C -1.1461 2.1828 2.1740
C -1.4460 0.6881 2.1450
C -0.3200 -0.1219 2.8050
S 1.1897 -0.1910 1.7614
H -1.2496 2.6353 3.1650
H -1.7695 2.7269 1.4591
H -0.1044 2.3068 1.8672
H -2.4199 0.4690 2.6002
H -1.4111 0.3857 1.0940
H -0.6064 -1.1451 3.0519
H -0.0308 0.3702 3.7404